Record 1
DFT (ωB97M-V/def2-TZVPD) results for a 4-piece molecular cluster, C6H21NO4 overall in a non-equilibrium geometry.

The value obtained for the highest occupied orbital energy is -9.4 eV. The SMILES is CC(C)NCCCO.O.O.O. As for the energy above the lowest of the compared OMol25 structures with the same formula, charge and spin: 49.99 kcal per mole. The orbital gap is 9.90 eV.

Positions of all 32 atoms, in Å:
C1 1.814660 -0.871411 0.916370
C2 2.221563 -2.308883 0.415245
O1 1.883673 -3.233707 1.489061
C3 0.324402 -0.521687 0.643501
N1 0.211455 -0.142272 -0.789896
C4 0.497464 2.320126 -0.003512
C5 -0.296667 1.295627 -0.814731
C6 -0.405673 1.707403 -2.281490
H1 2.416007 -0.073813 0.452687
H2 1.991781 -0.996738 1.989740
H3 3.305914 -2.388918 0.448061
H4 1.674491 -2.608479 -0.470249
H5 0.926957 -3.178647 1.592674
H6 -0.407121 -1.341672 0.769557
H7 0.190351 0.210163 1.423995
H8 1.052251 -0.189376 -1.338672
H9 0.251406 2.203703 1.083787
H10 1.597630 2.347860 -0.267018
H11 0.299592 3.359945 -0.307889
H12 -1.255322 1.155684 -0.304023
H13 -0.656323 0.806277 -2.865925
H14 0.484070 2.142875 -2.764193
H15 -1.142939 2.471461 -2.597219
H16 -1.065795 1.113855 3.543971
H17 0.177151 2.018244 3.305083
O2 -0.253061 1.448152 3.951555
H18 -3.861916 -1.426907 -0.235871
H19 -2.349421 -1.452860 -0.131325
O3 -3.158780 -1.359699 0.414700
H20 -1.371851 -0.580833 -2.425074
H21 -2.888721 -1.031315 -2.756327
O4 -2.207240 -0.894145 -2.086560

Cartesian forces (eV/Å) of the 6 atoms listed first:
C -0.416 -1.870 -0.464
C -0.346 0.697 2.319
O -0.322 0.228 -0.671
C 1.906 -1.642 -0.992
N -1.370 2.558 1.091
C 1.024 0.607 -0.002

---

Record 2
DFT (ωB97M-V/def2-TZVPD) results for a 2-piece molecular cluster, C4H10N2 overall in a non-equilibrium geometry.

The value obtained for the highest occupied orbital energy is -9.5 eV. The SMILES is C=NC.C=NC. As for the energy above the lowest of the compared OMol25 structures with the same formula, charge and spin: 65.85 kcal per mole. The orbital gap is 10.37 eV.

Positions of all 16 atoms, in Å:
C1 1.830191 -1.037618 -0.359018
C2 1.384174 -2.973051 0.846250
N1 1.754122 -2.490875 -0.254090
H1 2.427829 -0.887092 -1.262137
H2 2.424739 -0.585769 0.434784
H3 0.918054 -0.489311 -0.567818
H4 1.316353 -4.057139 0.926799
H5 1.070788 -2.380885 1.712308
C3 -1.958023 1.397789 0.675038
C4 -1.228205 2.504418 -1.212224
N2 -2.022360 2.569004 -0.230905
H6 -2.694500 1.499914 1.469086
H7 -0.975714 1.425485 1.132549
H8 -2.275932 0.544973 0.067519
H9 -1.014299 3.431520 -1.742303
H10 -0.957216 1.528639 -1.635837

Cartesian forces (eV/Å) of the 6 atoms listed first:
C 1.468 -0.064 -1.182
C -0.273 -0.325 -0.068
N -0.537 0.223 0.285
H 0.018 0.312 0.017
H -0.360 0.050 0.359
H -0.506 -0.313 0.432

---

Record 3
DFT (ωB97M-V/def2-TZVPD) results for C24H18AsCl5F6N2RuS2 as an isolated structure in a non-equilibrium geometry.

Its expectation value of S² is 6.056. As for the total charge: +2. The value obtained for the highest occupied orbital energy (spin up / spin down) is -14.2 / -14.2 eV. As for the energy above the lowest of the compared OMol25 structures with the same formula, charge and spin: 8.10 kcal per mole. The orbital gap (spin up / spin down) is 6.11 / 4.30 eV. The spin multiplicity is 5.

Positions of all 59 atoms, in Å:
Ru1 -1.800366 2.335549 0.058463
Cl1 -3.086098 -1.093903 0.790985
C1 -4.126370 0.276888 0.567947
C2 -3.585543 1.518133 0.300330
C3 -4.467036 2.573504 0.138103
Cl2 -3.668768 4.104238 -0.178651
C4 -5.846115 2.464975 0.213593
Cl3 -6.844723 3.830653 -0.010591
C5 -6.365815 1.205275 0.478804
Cl4 -8.055847 0.998612 0.582941
C6 -5.507956 0.112004 0.660257
Cl5 -6.172342 -1.432141 0.992844
S1 -0.581323 1.170263 1.752013
C7 0.597389 0.452030 0.791547
N1 1.594290 -0.215713 1.342473
C8 2.673050 -0.786027 0.513045
C9 2.902583 0.108845 -0.678361
N2 1.632808 0.331001 -1.384870
C10 1.736966 0.394296 -2.855936
C11 2.087657 -0.966818 -3.404818
C12 3.308801 -1.169327 -4.033154
C13 3.634428 -2.423440 -4.536476
C14 2.743386 -3.475140 -4.404257
C15 1.518220 -3.276129 -3.775224
C16 1.190173 -2.025352 -3.278838
C17 0.529637 0.509677 -0.722614
S2 -0.989073 0.728711 -1.462254
C18 1.619708 -0.399098 2.784484
C19 0.424728 -1.141910 3.316985
C20 0.016347 -2.356629 2.710945
C21 -1.039920 -3.029858 3.218463
C22 -1.743841 -2.512470 4.373644
C23 -1.344033 -1.314973 4.995004
C24 -0.288194 -0.634852 4.488340
H1 2.400039 -1.800621 0.209664
H2 3.580127 -0.831777 1.113883
H3 3.585486 -0.376332 -1.370986
H4 3.299710 1.082716 -0.388540
H5 2.518787 1.124316 -3.066913
H6 0.798280 0.780781 -3.244509
H7 4.001899 -0.343638 -4.150963
H8 4.581544 -2.573316 -5.036931
H9 2.995525 -4.449182 -4.800897
H10 0.814735 -4.093706 -3.690340
H11 0.221423 -1.865727 -2.815594
H12 1.692909 0.585477 3.255899
H13 2.527286 -0.962053 3.023687
H14 0.559045 -2.751317 1.862368
H15 -1.357240 -3.964814 2.776289
H16 -2.585225 -3.064805 4.772723
H17 -1.872024 -0.949872 5.864017
H18 0.037819 0.290100 4.947173
F1 -0.398140 3.839380 -0.225696
As1 1.465857 4.256970 -0.538195
F2 3.118526 4.507926 -0.809085
F3 0.899306 5.522551 -1.503517
F4 1.303483 3.166527 -1.865619
F5 1.336289 5.170637 0.887242
F6 1.777755 2.838909 0.449666

Cartesian forces (eV/Å) of the 6 atoms listed first:
Ru 0.073 -0.074 0.050
Cl -0.355 0.532 -0.051
C 0.055 -1.816 0.313
C 0.923 0.846 -0.208
C -1.047 0.636 -0.087
Cl 0.185 -0.205 0.047